Entry 1:
Computed, not measured: C5H8N2O2 in the gas phase in a non-equilibrium geometry, with wB97M-V/def2-TZVPD.

The geometry in XYZ format:
```
17
Properties=species:S:1:pos:R:3:forces:R:3:mulliken_charge:R:1
H 0.98501 -1.43191 -2.13642 -2.29 -0.75 -3.44 0.448
H 2.59482 -1.90246 -1.29787 -1.36 0.49 0.01 0.286
N -0.82513 0.10458 -1.80127 1.63 -1.20 -0.76 -0.610
H -2.61487 0.10023 1.10103 -5.03 -0.36 -1.37 0.415
H -1.54772 0.35670 2.22763 0.53 -0.14 1.49 0.338
H -1.62819 1.86200 -0.12396 0.24 -0.14 0.83 0.367
H -1.17406 -0.82984 1.00233 0.32 -1.72 0.07 0.384
C 1.24139 -0.42912 -0.51611 -3.41 1.53 -0.43 0.384
C -0.92992 1.16598 0.39339 -1.23 0.56 -0.52 -0.586
C -1.64411 0.07681 1.21590 4.08 2.21 0.86 -1.213
O 2.23445 -1.09773 1.39316 0.14 0.60 -0.11 -0.557
N 1.91549 -0.13071 0.70441 0.28 -1.77 0.61 0.893
H -0.17620 1.71494 0.92054 0.20 0.28 0.45 0.278
C 1.60816 -1.36740 -1.36545 3.41 0.73 3.21 -0.991
C -0.35771 0.44623 -0.71400 4.35 -2.52 -0.91 0.493
H -1.74283 0.34101 -2.01094 -2.09 1.03 -0.31 0.235
O 2.06143 1.02069 1.00763 0.27 1.16 0.32 -0.564
```
Positions in Å, forces in eV/Å.

## Properties
Largest force on an atom ... 5.23 eV/A
2S+1 ... 1
HOMO ... -10.087 eV
SMILES ... [H]/N=C(\CC)C(=C)[N+](=O)[O-]
Energy above the lowest of the compared OMol25 structures with the same formula, charge and spin ... 6.792 eV
Electronic energy ... -12384.143 eV
Lowest unoccupied orbital energy ... -0.1422 eV
Gap between HOMO and LUMO ... 9.9448 eV


Entry 2:
Computed, not measured: 2 unconnected molecules or ions with the total composition C5H8N2O2 in a non-equilibrium geometry, with wB97M-V/def2-TZVPD.

The geometry in XYZ format:
```
17
Properties=species:S:1:pos:R:3:forces:R:3:mulliken_charge:R:1
H -1.54490 1.45584 1.93842 0.49 3.64 1.47 0.260
H 3.14215 0.44087 0.37641 1.27 0.54 2.00 0.303
H -1.49346 0.82184 -2.28350 -0.82 -5.36 -1.81 0.313
N 1.70684 -1.10201 0.81555 2.36 2.02 0.11 -0.014
C -1.25790 1.58733 -0.50927 -0.65 -1.55 -1.02 -0.183
O -1.33866 1.60251 -1.90586 1.13 6.17 3.73 -0.481
H -2.49648 -0.09563 -0.08251 0.27 -0.25 -0.15 0.415
H 2.33256 -0.08322 -0.98117 -1.17 -0.73 -0.28 0.290
H 0.11145 -2.50633 1.07302 0.84 0.86 -0.55 0.336
C 2.40402 -0.22165 0.08085 -0.88 -1.16 -0.17 -0.619
O -1.63801 0.60057 1.66968 -0.56 -3.27 -2.36 -0.469
N -0.20502 -1.08139 -1.86968 0.30 -0.27 1.30 -0.562
C -1.79988 0.65298 0.26271 -0.42 0.06 0.83 -0.200
H -0.69341 2.34080 -0.00857 0.58 0.76 -0.46 0.315
C 0.13830 -1.36622 -0.78924 -0.87 -0.49 -2.54 0.333
C 0.65775 -1.79003 0.42107 -1.97 -1.33 0.37 -0.322
H 1.97464 -1.25623 1.79209 0.12 0.35 -0.48 0.285
```
Positions in Å, forces in eV/Å.

## Properties
Largest force on an atom ... 7.30 eV/A
2S+1 ... 1
HOMO ... -7.718 eV
Energy above the lowest of the compared OMol25 structures with the same formula, charge and spin ... 5.509 eV
Electronic energy ... -12385.427 eV
Lowest unoccupied orbital energy ... 0.2420 eV
Gap between HOMO and LUMO ... 7.9604 eV


Entry 3:
Computed, not measured: C5H8N2O2 in the gas phase in a non-equilibrium geometry, with wB97M-V/def2-TZVPD.

The geometry in XYZ format:
```
17
Properties=species:S:1:pos:R:3:forces:R:3:mulliken_charge:R:1
N -0.87830 0.12378 -0.09222 -3.96 -2.85 1.01 0.143
H 1.94004 2.01898 0.45613 0.10 0.84 -0.35 0.303
O -1.54842 1.20084 1.98587 -0.81 -0.12 -0.58 -0.582
H -0.60456 1.99258 -1.08901 0.56 -0.11 1.31 0.310
O -1.39599 -1.11527 -0.72662 4.28 0.92 -0.02 -0.305
C -1.18771 0.94543 0.87153 1.34 -0.13 1.14 0.457
C 2.93056 -0.31727 0.54512 3.12 1.99 -2.54 -0.767
H -2.80319 -1.85896 -1.82781 -0.23 -0.71 -1.54 0.278
H -3.05083 -2.30366 -0.08711 0.80 1.51 -1.20 0.208
C -2.71500 -1.48373 -0.85669 -1.80 0.00 2.92 -0.559
H 3.60239 0.57550 0.77959 -0.60 -1.03 0.26 0.290
H -3.36825 -0.63369 -0.74986 -0.53 0.31 0.06 0.297
C 1.34431 1.25755 -0.02714 -2.43 -0.94 1.02 -0.229
N 1.70536 0.06231 0.03412 -1.65 0.02 -0.56 -0.231
H 3.42054 -0.83389 -0.30259 0.19 -0.09 0.57 0.250
H 2.82821 -0.99625 1.31077 -0.18 -1.39 1.92 0.299
C -0.21916 1.36575 -0.22410 1.79 1.79 -3.42 -0.164
```
Positions in Å, forces in eV/Å.

## Properties
Largest force on an atom ... 4.99 eV/A
2S+1 ... 1
HOMO ... -9.416 eV
SMILES ... C/N=C/[C@@H]1C(=O)N1OC
Energy above the lowest of the compared OMol25 structures with the same formula, charge and spin ... 7.333 eV
Electronic energy ... -12383.602 eV
Lowest unoccupied orbital energy ... 0.8461 eV
Gap between HOMO and LUMO ... 10.2625 eV


Entry 4:
Computed, not measured: a molecular structure, C5H8N2O2 in a non-equilibrium geometry, with wB97M-V/def2-TZVPD.

The geometry in XYZ format:
```
17
Properties=species:S:1:pos:R:3:forces:R:3:mulliken_charge:R:1
H -0.46186 -2.39354 0.14594 1.43 -1.10 0.35 0.377
O 0.64765 -0.08344 -3.17290 0.73 -0.11 1.17 -0.458
C 0.80258 0.00405 -1.99651 -1.96 0.72 -0.98 0.478
H -0.44170 -0.58337 1.70878 -0.82 0.56 0.43 0.300
H -1.24301 -1.36953 -1.04448 -0.47 -0.70 0.12 0.288
H -0.00184 2.60361 1.20667 -1.77 1.00 0.17 0.391
C -1.18924 -1.66219 0.01324 1.23 4.19 -1.10 -1.369
N 1.77975 -0.51757 0.01115 -3.53 1.94 0.31 -0.175
O -0.02243 0.78860 -1.20692 0.80 -0.22 0.12 -0.329
H -2.07841 -1.95741 0.41308 -2.58 -1.20 0.56 0.495
H 1.03250 1.32526 1.96871 -1.00 1.00 -1.85 0.278
C 0.59816 1.78744 0.97157 1.34 -3.82 1.75 -1.459
N 1.75896 -0.69370 -1.16332 2.19 -1.22 -1.18 -0.088
H 1.42444 2.13837 0.46716 2.04 1.18 -1.01 0.445
C -0.89965 -0.28677 0.75984 0.12 -1.22 -0.61 -0.292
C 0.15503 0.58226 0.13569 1.14 -0.25 1.23 0.784
H -1.86093 0.31794 0.78231 1.12 -0.77 0.53 0.334
```
Positions in Å, forces in eV/Å.

## Properties
Largest force on an atom ... 4.50 eV/A
2S+1 ... 1
HOMO ... -9.193 eV
Energy above the lowest of the compared OMol25 structures with the same formula, charge and spin ... 3.661 eV
Electronic energy ... -12387.275 eV
Lowest unoccupied orbital energy ... -0.3206 eV
Gap between HOMO and LUMO ... 8.8722 eV


Entry 5:
Computed, not measured: a molecular structure, C5H8N2O3 in a non-equilibrium geometry, with wB97M-V/def2-TZVPD.

The geometry in XYZ format:
```
18
Properties=species:S:1:pos:R:3:forces:R:3:mulliken_charge:R:1
C -3.94352 -3.93746 0.42730 0.35 0.52 0.14 -0.527
C -2.72587 -3.41681 0.09273 0.27 -0.72 0.26 0.175
N -1.19771 -3.72374 -1.87642 0.36 0.23 -0.27 -0.595
H -3.86844 -4.88421 -2.61523 0.18 -0.29 0.39 0.344
H -2.14085 -1.16283 0.87605 0.27 -2.86 0.83 0.554
H -0.92017 -2.56451 0.49000 -0.14 -0.28 -0.03 0.257
H -0.90893 -2.07052 3.10527 -0.44 0.27 -0.76 0.300
C -1.97898 -2.03705 2.81947 -2.05 -0.54 1.72 0.380
C -3.53238 -4.58663 -1.62728 0.50 0.06 -0.04 -0.550
H -1.18012 -4.09988 -2.81701 0.01 0.04 0.22 0.241
C -2.39318 -3.96788 -1.19841 -1.02 0.25 -0.21 0.570
H -1.43707 0.15969 2.29189 -0.79 -0.62 -0.12 0.321
O -2.86817 -2.53851 3.47697 2.31 1.77 -2.61 -0.447
N -1.88308 -2.55710 0.81550 -0.35 3.91 1.16 -0.662
H -4.51871 -3.93167 1.34611 0.08 0.15 -0.35 0.467
O -2.25921 -0.36663 2.14107 1.04 -1.84 -0.13 -0.703
O -4.45516 -4.60695 -0.62993 -0.35 0.00 -0.08 -0.346
H -0.37038 -4.02366 -1.37036 -0.23 -0.03 -0.13 0.220
```
Positions in Å, forces in eV/Å.

## Properties
Largest force on an atom ... 4.09 eV/A
2S+1 ... 1
HOMO ... -8.111 eV
Energy above the lowest of the compared OMol25 structures with the same formula, charge and spin ... 4.544 eV
Electronic energy ... -14433.201 eV
Lowest unoccupied orbital energy ... 0.5265 eV
Gap between HOMO and LUMO ... 8.6371 eV


Entry 6:
Computed, not measured: C5H8N2O3 in the gas phase in a non-equilibrium geometry, with wB97M-V/def2-TZVPD.

The geometry in XYZ format:
```
18
Properties=species:S:1:pos:R:3:forces:R:3:mulliken_charge:R:1
H 3.21621 -1.04465 -0.04759 1.95 -0.77 0.97 0.227
H -1.12690 -0.63771 -3.33118 1.03 -0.62 -0.21 0.341
H 0.81667 -1.75904 0.47242 -0.80 0.68 -0.38 0.342
C -0.52409 0.07252 -1.54749 0.37 -0.75 -0.89 0.419
H -2.35008 1.30950 0.94731 -0.49 -0.79 -1.65 0.223
H 0.76576 1.41772 0.52738 0.35 0.09 0.22 0.273
H -0.20523 0.52982 1.68876 0.00 -0.19 -0.01 0.432
C 1.19399 -0.72946 0.54485 1.70 0.24 2.69 -0.650
O -1.35932 -0.07699 -2.60739 -1.16 1.17 0.64 -0.529
O 3.05147 -1.04896 -2.58482 -1.14 0.20 0.33 -0.509
N 2.40142 -0.65337 -0.38468 -2.84 0.83 -0.36 -0.213
H -3.06567 0.49651 -0.55198 1.32 1.17 1.47 0.234
C -1.01863 0.57376 -0.38815 5.04 -1.94 0.17 0.161
O 0.81489 -0.43006 -2.00850 -0.28 0.02 -0.67 -0.418
C 0.19411 0.50786 0.67414 -0.95 -0.49 -1.67 -0.599
H 1.62484 -0.75813 1.66113 -0.30 0.13 -2.50 0.280
C 2.25781 -0.78177 -1.74013 -2.83 1.43 1.92 0.510
N -2.28392 1.02354 -0.05687 -0.99 -0.41 -0.07 -0.523
```
Positions in Å, forces in eV/Å.

## Properties
Largest force on an atom ... 5.41 eV/A
2S+1 ... 1
HOMO ... -7.442 eV
SMILES ... NC1=C(O)OC(=O)NCC1
Energy above the lowest of the compared OMol25 structures with the same formula, charge and spin ... 3.057 eV
Electronic energy ... -14434.687 eV
Lowest unoccupied orbital energy ... 0.6991 eV
Gap between HOMO and LUMO ... 8.1413 eV


Entry 7:
Computed, not measured: 2 unconnected molecules or ions with the total composition C5H8N2O3S in a non-equilibrium geometry, with wB97M-V/def2-TZVPD.

The geometry in XYZ format:
```
19
Properties=species:S:1:pos:R:3:forces:R:3:mulliken_charge:R:1
O -0.54844 1.19271 1.79021 0.13 -0.05 -1.75 -0.417
O 3.65297 1.59409 -0.74339 -1.52 -0.21 1.40 -0.559
C 1.76666 1.49688 0.82693 -0.27 1.63 0.22 -0.608
H -2.93118 -2.34356 -0.09556 -0.17 -0.36 1.07 0.293
H -2.35335 -2.54145 -2.27773 -0.28 0.06 -0.24 0.253
C 2.91636 0.96611 0.01379 1.34 -2.00 -1.20 0.545
H -1.59434 1.10737 1.71945 0.67 -0.17 -0.76 0.455
S 0.14275 0.86462 0.32946 -3.36 -2.96 1.31 0.560
H 1.75291 1.33058 1.92532 0.40 0.18 -0.71 0.388
C -2.80567 -1.42134 -0.60435 0.24 0.60 0.72 -0.268
H 2.29482 -0.98959 0.57945 1.10 0.78 -0.75 0.273
C -2.77903 -0.21456 0.08681 0.23 -1.72 -0.37 0.427
H 1.49179 2.54210 0.53803 1.09 -0.45 0.75 0.386
N 3.05378 -0.42273 0.14578 0.58 -0.27 -1.67 -0.469
H -2.31349 -0.76473 -2.50719 0.48 2.20 -1.69 0.376
O 0.31955 -0.64883 0.09054 0.28 2.00 0.28 -0.338
C -2.54456 -1.54531 -1.89986 0.42 -2.53 -0.80 -0.861
N -3.07427 0.65484 0.79658 -0.21 2.36 1.87 -0.712
H 3.55274 -0.85721 -0.71428 -1.14 0.92 2.34 0.276
```
Positions in Å, forces in eV/Å.

## Properties
Largest force on an atom ... 4.67 eV/A
2S+1 ... 3
HOMO (spin up / spin down) ... -4.417 / -9.014 eV
Energy above the lowest of the compared OMol25 structures with the same formula, charge and spin ... 0.657 eV
<S²> ... 2.02
Electronic energy ... -25265.159 eV
Lowest unoccupied orbital energy (spin up / spin down) ... -0.2105 / -4.7183 eV
Gap between HOMO and LUMO (spin up / spin down) ... 4.2063 / 4.2954 eV